(1)
Here is 4 unconnected molecules or ions with the total composition C8H26N2O4 from OMol25. Energies are from ωB97M-V/def2-TZVPD.

The value obtained for the energy above the lowest of the compared OMol25 structures with the same formula, charge and spin is 0.0 kcal per mole. As for the SMILES: COC[C@H](C)N.COC[C@H](C)N.O.O. Its spin multiplicity is 1. The LUMO energy is 0.0248 hartree. The HOMO-LUMO gap is 0.37110 hartree.

XYZ file:
```
40
Properties=species:S:1:pos:R:3:forces:R:3
O -0.14165 0.21910 0.16635 0.022 0.018 -0.096
H 0.70754 -0.07067 0.55662 -0.053 -0.008 0.107
H -0.76669 -0.51320 0.27814 0.046 -0.043 0.045
O -0.81548 2.59047 -1.15551 0.078 0.047 -0.064
H -0.50265 1.74093 -0.79594 -0.092 -0.038 0.070
H -1.10938 3.07708 -0.38102 -0.015 -0.001 0.003
C 3.60677 -0.48761 -0.72118 0.097 -0.440 -0.244
C 3.43364 0.21810 0.59975 -0.302 0.227 0.500
C 3.00214 1.65729 0.39853 -0.202 0.110 0.326
O 3.95163 2.28661 -0.41290 0.119 0.037 -0.196
C 3.61732 3.62216 -0.71487 -0.083 0.128 0.016
N 2.37465 -0.44099 1.39922 0.254 -0.081 -0.192
H 4.54013 -0.19647 -1.19757 -0.071 0.123 -0.061
H 2.77654 -0.26384 -1.39342 0.005 0.072 0.008
H 3.63353 -1.57696 -0.60412 0.045 0.087 0.130
H 4.37185 0.27002 1.16536 0.109 -0.292 -0.184
H 2.93251 2.15486 1.38346 -0.002 -0.006 -0.108
H 2.00196 1.69973 -0.05551 0.088 -0.043 -0.059
H 4.00992 4.30698 0.04450 0.022 0.005 -0.008
H 2.53192 3.75720 -0.76668 0.021 -0.031 -0.101
H 4.05024 3.86105 -1.68506 0.035 0.069 0.052
H 2.54268 -1.44155 1.40578 0.003 0.036 0.078
H 2.42186 -0.12596 2.36193 -0.089 -0.003 -0.006
C -3.65124 0.20320 0.02607 -0.240 0.183 0.023
C -3.46940 -1.01863 -0.86681 -0.296 0.341 -0.178
C -3.07052 -2.24195 -0.08276 0.426 -0.262 0.102
O -1.94348 -1.93091 0.72680 -0.074 -0.105 -0.027
C -1.46663 -3.04694 1.44246 0.167 0.067 0.183
N -4.67925 -1.37133 -1.61211 0.062 -0.110 -0.094
H -2.75835 0.49498 0.57554 0.070 -0.118 -0.033
H -4.45120 0.01149 0.75041 0.049 -0.001 0.003
H -3.95226 1.05784 -0.58355 0.006 -0.026 0.009
H -2.71222 -0.79825 -1.62278 0.179 -0.076 0.122
H -2.81042 -3.06326 -0.76195 -0.112 0.048 -0.009
H -3.90437 -2.57903 0.54954 -0.001 0.055 0.031
H -2.20401 -3.38753 2.17866 -0.022 -0.073 -0.120
H -0.57106 -2.73912 1.98362 -0.042 0.063 -0.043
H -1.19377 -3.87027 0.77336 -0.121 -0.014 -0.006
H -4.84121 -0.69544 -2.34657 -0.088 0.004 0.012
H -5.49159 -1.36919 -1.00582 -0.002 0.053 0.008
```
Forces are in eV/Å.



(2)
Here is a molecular structure, C8H26N2O6Sr from OMol25. Energies are from ωB97M-V/def2-TZVPD.

The net charge is -2. The value obtained for the energy above the lowest of the compared OMol25 structures with the same formula, charge and spin is 31.3 kcal per mole. Its spin multiplicity is 1. The LUMO energy is 0.1603 hartree. The HOMO-LUMO gap is 0.13483 hartree.

XYZ file:
```
43
Properties=species:S:1:pos:R:3:forces:R:3
Sr -1.50693 0.47421 -1.73301 -0.493 0.218 -3.667
O -3.04707 2.04305 -0.97505 -0.897 0.838 1.493
H -3.80274 2.53669 -0.60114 0.685 -0.404 -0.428
O -0.66413 1.95145 -3.60360 0.257 0.842 1.114
H -0.69043 2.69795 -2.97386 -0.053 0.091 -0.578
O 0.14154 -0.84603 -2.90127 0.839 -0.844 1.244
H 0.24127 -1.40746 -2.10794 0.269 -0.276 -0.325
O -2.78867 -0.43533 -3.65990 -1.082 -0.888 0.513
H -3.20265 -1.31864 -3.71384 0.300 0.458 -0.035
C -2.50464 -2.57065 1.99123 1.015 -0.408 1.262
C -1.62134 -1.95206 0.95508 1.170 -1.150 -0.127
C -0.46958 -2.89600 0.42451 -1.001 1.843 -1.270
O 0.25805 -3.48458 1.41864 0.751 -0.116 1.808
C 1.26502 -4.34339 0.95464 -0.833 -0.911 0.536
N -2.42896 -1.49926 -0.12591 -0.070 -0.341 -0.959
H -3.03556 -3.48268 1.71841 -0.375 0.335 -0.563
H -3.11841 -1.72313 2.29634 -0.543 -0.563 0.454
H -1.85788 -2.91100 2.79991 -0.117 0.243 0.572
H -1.19040 -1.05477 1.39923 0.463 -0.082 0.219
H 0.21568 -2.30433 -0.18249 -0.108 0.399 -0.337
H -0.85080 -3.64835 -0.26596 -0.567 -0.266 -0.112
H 1.77369 -4.68489 1.85616 0.463 0.182 -0.202
H 1.92629 -3.97797 0.16896 0.058 0.549 0.178
H 0.76383 -5.22651 0.55839 0.036 -0.356 -0.379
H -3.30302 -1.15655 0.24648 -0.178 0.359 -0.251
H -2.65126 -2.30854 -0.68783 -0.251 0.102 -0.601
C 0.23882 3.43753 -0.35109 1.171 0.032 0.463
C 1.02444 2.10491 -0.22282 0.470 0.649 -0.161
C 2.30331 2.19461 0.69483 -0.236 0.561 -1.464
O 3.31758 3.02092 0.04269 0.225 -0.683 2.064
C 4.46677 3.15234 0.92063 -0.606 -0.126 -1.464
N 0.09339 1.10990 0.27517 0.230 0.047 0.863
H -0.69490 3.40367 -0.91246 0.153 -0.472 -0.215
H 0.91104 4.19174 -0.76022 -0.106 0.036 -0.239
H -0.02455 3.78800 0.64686 -0.074 0.008 0.371
H 1.33912 1.79575 -1.21956 0.165 0.001 -0.163
H 2.74344 1.21899 0.90113 -0.049 -0.491 -0.445
H 2.05320 2.55527 1.69257 -0.171 0.693 0.165
H 5.11209 3.86991 0.41393 -0.153 0.485 0.486
H 5.10340 2.27027 0.98953 -0.315 -0.687 -0.176
H 4.17742 3.38345 1.94580 -0.045 0.553 -0.019
H -0.57632 1.61147 0.84087 -0.406 -0.230 0.319
H 0.56079 0.42009 0.84596 0.007 -0.231 0.056
```
Forces are in eV/Å.



(3)
Here is a molecular structure, C8H27Cl2N10O6Zr from OMol25. Energies are from ωB97M-V/def2-TZVPD.

The expectation value of S² is 0.75. Its spin multiplicity is 2. The LUMO energy (spin up / spin down) is 0.0168 / 0.0158 hartree. The HOMO-LUMO gap (spin up / spin down) is 0.12378 / 0.26375 hartree.

XYZ file:
```
54
Properties=species:S:1:pos:R:3:forces:R:3
Zr 22.92434 -23.59231 -1.18869 -0.294 0.629 1.487
C 21.39960 -23.63194 3.07319 0.619 2.010 -0.488
C 21.08796 -22.81655 1.78735 0.765 -0.297 -2.032
C 21.07680 -21.23666 1.92209 -0.734 -0.654 1.707
O 21.78448 -23.26676 0.65370 0.178 0.136 0.582
H 20.65165 -23.27721 3.78230 0.002 -0.428 0.407
H 22.38003 -23.29716 3.41198 0.254 -0.585 0.316
H 21.33272 -24.70088 2.87075 0.130 0.126 0.078
H 20.05163 -23.14366 1.70296 -0.982 0.616 -0.657
H 20.56876 -21.04793 2.86781 -0.467 -0.031 0.386
H 20.46783 -20.65205 1.23253 0.192 -0.591 -0.629
H 21.97701 -20.65981 2.13413 0.701 -0.662 -0.561
Cl 25.27409 -23.35242 0.12767 0.207 0.153 -0.033
Cl 21.47150 -23.01190 -3.21582 -0.392 0.191 -0.564
C 23.57220 -26.53447 1.13557 0.357 1.420 -1.567
O 23.42294 -25.76337 0.22911 -0.942 0.935 -2.071
N 23.25026 -27.81219 1.06872 -0.770 -3.578 0.353
N 24.18945 -26.16302 2.22233 1.532 0.619 3.558
H 23.80389 -28.42514 1.65000 -0.294 -0.118 -0.177
H 22.88628 -28.22560 0.22213 0.138 0.501 0.121
H 24.10534 -26.68540 3.08264 0.084 0.201 -0.204
H 24.56182 -25.22526 2.26741 -0.218 0.054 -0.214
C 20.34876 -26.01585 -0.92123 1.093 6.021 3.006
O 21.22393 -25.22149 -1.28101 -0.286 -1.867 -0.271
N 19.60525 -26.71740 -1.68542 -1.712 -3.761 -4.346
N 19.72815 -25.90573 0.28831 0.122 -0.788 1.459
H 19.75494 -26.66723 -2.68301 -0.074 -0.180 0.226
H 18.86676 -27.29165 -1.30469 0.234 0.201 -0.533
H 18.93963 -26.52773 0.39532 0.175 0.592 0.695
H 19.95494 -25.22896 1.00291 0.375 -0.117 -0.381
C 25.36687 -22.33608 -3.72678 -4.563 -2.747 3.435
O 24.54647 -22.85318 -2.95077 -0.916 -0.106 -1.218
N 26.43674 -21.95596 -3.17236 6.828 2.443 1.747
N 25.21674 -22.14276 -5.00202 -0.180 0.527 -4.569
H 26.64470 -22.11204 -2.19640 -0.803 -0.375 0.056
H 27.24759 -21.63392 -3.68119 -0.281 0.130 -0.166
H 26.03489 -22.03442 -5.58425 -0.096 0.187 0.248
H 24.39500 -22.36702 -5.54474 -0.149 -0.250 0.856
C 24.28522 -26.19084 -2.92010 -3.338 4.191 3.507
O 23.62649 -25.28954 -2.43512 -0.651 0.918 -0.466
N 23.74101 -27.10150 -3.60498 -3.810 -5.012 -4.726
N 25.46647 -26.45137 -2.60196 7.550 -1.871 0.814
H 24.24403 -27.89414 -3.97754 -0.189 0.252 0.120
H 22.74112 -27.12228 -3.74599 0.314 0.445 0.001
H 25.79291 -27.28456 -3.07029 0.837 0.290 0.614
H 26.06876 -26.03154 -1.90836 -0.637 0.500 -0.148
C 23.05570 -20.07818 -1.27619 0.479 -7.872 3.031
O 23.05134 -21.36282 -1.22579 -0.257 2.782 -1.013
N 23.38968 -19.50264 -0.15822 0.926 3.280 2.410
N 22.74267 -19.33853 -2.26289 -0.940 2.462 -3.637
H 23.59112 -19.95558 0.72177 -0.068 -0.494 -0.675
H 23.34223 -18.49383 -0.14638 0.080 -0.145 0.465
H 22.91537 -18.34767 -2.17090 -0.328 -0.244 -0.471
H 22.30372 -19.72976 -3.08408 0.195 -0.041 0.132
```
Forces are in eV/Å.



(4)
Here is a molecular structure, C8H28AlN9O6 from OMol25. Energies are from ωB97M-V/def2-TZVPD.

The net charge is +2. Its spin multiplicity is 1. The LUMO energy is -0.4461 hartree. The HOMO-LUMO gap is 0.10019 hartree.

XYZ file:
```
52
Properties=species:S:1:pos:R:3:forces:R:3
Al -0.36389 -2.57414 -0.29270 -0.664 3.427 2.531
O -1.19405 -0.18644 0.36282 0.847 -1.270 -0.667
H -2.10064 0.02550 0.63292 -0.186 -0.543 -0.247
C -4.29315 -1.75654 0.17441 -0.977 -0.108 -0.439
O -3.21334 -2.35143 0.26870 0.886 0.033 -0.121
N -5.31117 -2.10750 -0.65829 0.712 0.446 0.614
N -4.56015 -0.64781 0.92142 0.765 -0.302 -0.288
H -6.16972 -1.62403 -0.46303 -0.382 -0.432 -0.454
H -5.31356 -3.00166 -1.11624 -0.053 -0.013 0.013
H -5.43069 -0.15417 0.84696 0.030 0.130 0.247
H -3.85507 -0.38851 1.58626 -0.333 0.110 0.338
C -1.19520 -2.04595 3.45155 -1.321 0.707 0.480
O -0.97354 -2.79196 2.48518 0.601 -0.648 -0.954
N -1.42310 -2.54039 4.68932 0.340 -0.511 -0.690
N -1.38688 -0.71371 3.30759 0.396 -0.098 -0.655
H -1.68016 -3.51365 4.70459 0.210 -0.029 0.415
H -1.61331 -1.94470 5.47375 -0.109 -0.064 0.049
H -1.23879 -0.37655 2.36907 0.245 0.241 0.143
H -1.67420 -0.10162 4.04838 0.091 -0.039 0.090
C 1.94584 -0.00260 1.96046 -0.448 1.336 1.552
O 1.57933 -1.06627 1.46925 -0.075 -0.718 -0.440
N 1.28339 1.17763 1.74975 0.361 -1.011 -0.639
N 2.91159 0.09684 2.92737 -0.509 -0.980 -1.118
H 0.37798 1.04663 1.33496 0.062 0.560 -0.174
H 1.67270 2.04355 2.07122 -0.456 0.186 0.071
H 3.34921 0.98474 3.09224 0.282 -0.178 0.315
H 3.32679 -0.79085 3.16098 0.573 0.344 0.134
C -2.16071 3.10683 -0.75898 -0.006 -0.446 -0.677
O -2.33002 4.29535 -0.90302 -0.088 0.046 0.154
N -3.07968 2.12455 -1.08076 0.847 0.481 0.527
N -0.96914 2.55971 -0.35359 0.445 0.049 0.498
H -2.73376 1.20946 -0.86120 -0.791 -0.382 -0.408
H -4.02217 2.35266 -1.34004 -0.015 -0.085 0.058
H -0.14969 3.13754 -0.27834 -0.216 0.265 0.004
H -0.87202 1.57919 -0.08210 -0.266 0.298 -0.350
C 1.26525 0.96042 -2.07416 0.420 -0.321 -0.438
C 1.96309 -0.22004 -2.73013 -0.444 -0.757 0.097
C 3.31344 0.13457 -3.38351 0.164 -0.526 -0.181
O 4.22965 0.48797 -2.39133 -0.563 0.906 0.123
C 5.42370 1.08061 -2.89861 0.791 -1.156 0.346
N 2.19181 -1.24197 -1.67907 1.114 -0.536 -1.202
H 1.96115 1.35543 -1.33255 -0.157 0.327 -0.022
H 0.36152 0.63253 -1.56498 -0.012 -0.043 -0.127
H 1.01282 1.69760 -2.83402 0.008 0.190 0.200
H 1.42468 -0.67151 -3.56741 -0.480 0.077 0.277
H 3.01483 0.87028 -4.14478 0.577 0.544 0.300
H 3.75550 -0.70039 -3.94464 -0.445 -0.244 -0.035
H 6.06896 0.27620 -3.27530 -0.220 0.120 -0.552
H 6.00706 1.42600 -2.04765 -0.400 0.614 -0.009
H 5.22302 1.82386 -3.66611 0.051 0.177 0.150
H 2.58629 -2.07634 -2.12289 -0.568 -0.234 -0.048
H 3.05821 -0.89492 -1.24371 -0.634 0.057 1.208
```
Forces are in eV/Å.



no.,F_max (hartree/bohr)
1,0.0122
2,0.0721
3,0.1643
4,0.0839